(1)
CH3FIP | the ωB97M-V functional and the def2-TZVPD basis

**ΔE to the lowest compared entry with this formula, charge and spin**: 48.9 kcal per mole
**HOMO energy (alpha / beta)**: -9.428 / -8.873 eV
**Kohn-Sham gap (alpha / beta)**: 8.0997 / 6.3423 eV

Element x y z (Å)
I (3.02, -0.42, 0.10)
P (-1.10, -0.72, 0.49)
F (-0.94, -2.05, -0.35)
C (0.02, 0.29, -0.39)
H (0.37, 0.40, -1.41)
H (-0.04, 1.22, 0.20)
H (0.05, -0.86, 1.34)

(2)
CH3FN2 | the ωB97M-V functional and the def2-TZVPD basis

**ΔE to the lowest compared entry with this formula, charge and spin**: 9.4 kcal per mole
**HOMO energy**: -10.120 eV
**SMILES**: N#CN.F
**Kohn-Sham gap**: 10.7882 eV

Element x y z (Å)
F (-1.89, 1.25, 0.65)
N (-0.37, 0.82, -1.96)
N (0.61, -0.47, -0.11)
C (0.14, 0.31, -1.07)
H (-2.62, 1.43, 0.08)
H (0.86, 0.04, 0.72)
H (0.02, -1.27, -0.23)

Question: What is the formula in the first record?
Answer: CH3FIP

Question: The highest ΔE to the lowest compared entry with this formula, charge and spin belongs to which entry?
Answer: CH3FIP

What did the first record say?
CH3FIP | the ωB97M-V functional and the def2-TZVPD basis

**ΔE to the lowest compared entry with this formula, charge and spin**: 48.9 kcal per mole
**HOMO energy (alpha / beta)**: -9.428 / -8.873 eV
**Kohn-Sham gap (alpha / beta)**: 8.0997 / 6.3423 eV

Element x y z (Å)
I (3.02, -0.42, 0.10)
P (-1.10, -0.72, 0.49)
F (-0.94, -2.05, -0.35)
C (0.02, 0.29, -0.39)
H (0.37, 0.40, -1.41)
H (-0.04, 1.22, 0.20)
H (0.05, -0.86, 1.34)

Question: Which value of ΔE to the lowest compared entry with this formula, charge and spin does entry 2 give?
Answer: 9.4 kcal per mole